Entry 1:
Molecular formula: CH2ClN2O2
Method: DFT, ωB97M-V/def2-TZVPD

Last column: natural (NBO) charge in e.
Atoms and positions in Å:
Cl 0.184 2.238 -0.431  -0.252
O -3.519 -0.641 -0.432  -0.382
O -2.522 0.120 1.222  -0.491
N -1.551 0.143 -0.794  -0.398
N -2.541 -0.050 0.018  0.386
C -0.351 0.498 -0.200  -0.248
H -0.230 0.564 0.989  0.210
H 0.549 -0.009 -0.740  0.176

Relative energy (zero: lowest compared OMol25 entry of this formula, charge and spin): 27.29 kcal/mol
E: -759.27517 Eh
2S+1: 3
Highest occupied orbital energy (alpha / beta): -0.704 / -4.464 eV
HOMO-LUMO gap (alpha / beta): 4.8 / 6.6 eV
Charge: -1



Entry 2:
Molecular formula: C3H8N2O
Method: DFT, ωB97M-V/def2-TZVPD

Last column: natural (NBO) charge in e.
Atoms and positions in Å:
O -1.662 0.141 0.921  -0.646
N 1.667 1.940 -0.637  -0.872
N 0.244 -0.064 -0.222  -0.661
C -0.927 -0.653 0.314  0.660
C -1.221 -2.082 0.336  -0.697
C 0.472 1.430 0.005  -0.043
H 0.947 -0.547 -0.844  0.394
H -1.212 -2.361 1.347  0.245
H -0.422 1.981 -0.235  0.211
H 2.537 1.521 -0.361  0.375
H -2.177 -2.355 -0.014  0.244
H -0.439 -2.623 -0.132  0.209
H 0.566 1.319 1.105  0.194
H 1.627 2.353 -1.582  0.387

Relative energy (zero: lowest compared OMol25 entry of this formula, charge and spin): 28.40 kcal/mol
E: -303.84687 Eh
Highest occupied orbital energy: -9.186 eV
HOMO-LUMO gap: 10.2 eV
SMILES: CC(=O)NCN



Entry 3:
Molecular formula: C21H18MnN4O2STe
Method: DFT, ωB97M-V/def2-TZVPD

Last column: natural (NBO) charge in e.
Atoms and positions in Å:
Te -0.845 0.875 2.700  0.360
Mn 1.013 0.641 -0.013  1.251
S -2.881 -0.401 4.968  0.478
O 2.857 3.662 1.745  -0.626
O 2.014 1.685 1.121  -0.813
N 1.132 -1.182 0.924  -0.518
N -0.139 2.747 -0.083  -0.857
N 1.641 1.434 -1.933  -0.583
N 0.075 -0.456 -1.240  -0.585
C 0.793 1.004 -2.933  0.129
C 1.794 -1.467 2.051  0.059
C -1.152 -2.463 -1.649  -0.251
C 1.602 -2.634 2.756  -0.261
C 0.695 3.653 0.732  -0.359
C -0.014 -3.276 1.112  -0.226
C 1.801 2.546 -4.481  -0.176
C 1.989 2.976 1.250  0.781
C 0.231 -2.080 0.434  0.176
C -0.354 -1.686 -0.835  0.192
C -3.921 -2.140 3.413  -0.267
C 0.667 -3.553 2.274  -0.148
C -1.440 -2.009 -2.946  -0.256
C 2.697 2.934 -3.467  -0.317
C 0.854 1.595 -4.214  -0.234
C -3.975 -1.689 4.700  -0.400
C -0.856 -0.848 -3.416  -0.164
C 2.558 2.362 -2.223  0.066
C -2.975 -1.436 2.633  -0.254
C -0.051 -0.084 -2.565  0.057
C -2.318 -0.457 3.332  -0.567
H -0.132 3.025 -1.055  0.391
H 1.866 2.998 -5.462  0.215
H -0.738 -3.974 0.713  0.224
H -2.052 -2.610 -3.605  0.214
H 3.465 3.673 -3.646  0.222
H 0.149 3.979 1.619  0.218
H 0.144 1.288 -4.971  0.212
H -1.099 2.761 0.233  0.383
H 0.987 4.547 0.184  0.220
H 0.488 -4.475 2.812  0.223
H 2.158 -2.818 3.663  0.230
H 3.205 2.663 -1.404  0.208
H -0.993 -0.552 -4.446  0.214
H 2.494 -0.713 2.392  0.228
H -4.532 -2.947 3.036  0.229
H -2.777 -1.639 1.589  0.234
H -1.517 -3.420 -1.302  0.209
H -4.607 -2.037 5.503  0.241

Relative energy (zero: lowest compared OMol25 entry of this formula, charge and spin): 70.40 kcal/mol
E: -2997.75155 Eh
2S+1: 6
Highest occupied orbital energy (alpha / beta): -5.029 / -6.259 eV
HOMO-LUMO gap (alpha / beta): 4.7 / 4.1 eV



Entry 4:
Molecular formula: C17H18N2O2S
Method: DFT, ωB97M-V/def2-TZVPD

Last column: natural (NBO) charge in e.
Atoms and positions in Å:
S -2.725 1.487 0.326  0.277
O 3.208 0.828 -0.017  -0.519
O 1.695 3.004 -0.680  -0.707
N -2.268 -1.067 0.110  -0.425
N -0.323 0.135 0.400  -0.551
C 4.269 -0.025 0.006  0.305
C -6.331 -0.314 -0.100  -0.234
C -4.562 -1.957 -0.142  -0.280
C 6.518 -1.650 0.238  -0.247
C 0.383 1.367 0.557  -0.254
C 5.590 -1.876 -0.761  -0.203
C -1.575 0.095 0.282  0.345
C -3.636 -0.937 0.025  0.228
C -1.593 -2.338 0.047  -0.418
C 6.319 -0.604 1.127  -0.188
C 2.220 0.665 -1.015  -0.097
C 4.468 -1.072 -0.885  -0.267
C -4.073 0.388 0.125  -0.233
C 1.139 1.720 -0.741  0.086
C -5.907 -1.630 -0.202  -0.196
C -5.414 0.711 0.065  -0.193
C 5.206 0.202 1.015  -0.261
H -5.729 1.739 0.145  0.221
H 2.442 2.962 -0.068  0.474
H 7.037 -0.417 1.911  0.214
H -6.634 -2.418 -0.330  0.216
H 3.762 -1.269 -1.676  0.213
H 7.389 -2.281 0.325  0.213
H 2.657 0.827 -2.010  0.183
H -4.242 -2.983 -0.222  0.220
H -0.532 -2.154 0.195  0.254
H -1.962 -3.001 0.832  0.203
H 5.735 -2.687 -1.460  0.212
H -7.384 -0.083 -0.149  0.217
H 5.038 1.019 1.699  0.220
H 1.113 1.237 1.363  0.207
H 0.428 1.732 -1.574  0.182
H 1.767 -0.331 -0.964  0.197
H -1.754 -2.807 -0.926  0.201
H -0.288 2.202 0.806  0.184

Relative energy (zero: lowest compared OMol25 entry of this formula, charge and spin): 36.46 kcal/mol
E: -1316.78761 Eh
Highest occupied orbital energy: -7.814 eV
HOMO-LUMO gap: 8.5 eV
SMILES: Cn1/c(=N/C[C@@H](O)COc2ccccc2)sc2ccccc21



Entry 5:
Molecular formula: C2H5NO
Method: DFT, ωB97M-V/def2-TZVPD

Last column: natural (NBO) charge in e.
Atoms and positions in Å:
O 1.771 -1.553 0.941  -0.530
N 0.139 0.287 -0.685  -0.837
C 2.238 -0.959 0.088  0.503
C -0.980 0.225 0.239  -0.415
H 0.821 0.993 -0.426  0.358
H -1.551 1.160 0.348  0.170
H -0.613 -0.068 1.230  0.195
H -0.154 0.473 -1.636  0.361
H -1.666 -0.562 -0.091  0.195

Relative energy (zero: lowest compared OMol25 entry of this formula, charge and spin): 29.50 kcal/mol
E: -209.17532 Eh
Highest occupied orbital energy: -9.330 eV
HOMO-LUMO gap: 10.5 eV



Entry 6:
Molecular formula: C4H12NO2
Method: DFT, ωB97M-V/def2-TZVPD

Last column: natural (NBO) charge in e.
Atoms and positions in Å:
O 1.371 -2.158 1.294  -0.953
O -0.634 -1.066 -1.678  -0.506
N 0.226 1.698 1.361  -0.686
C 0.283 1.124 -1.002  -0.572
C -0.180 0.043 -1.978  0.423
C -0.016 0.518 0.472  -0.054
C -1.496 -0.034 0.695  -0.605
H -1.475 -0.241 1.795  0.218
H -1.728 -0.916 0.170  0.288
H 0.943 2.189 0.850  0.449
H 0.695 -0.242 0.618  0.269
H 0.493 1.362 2.294  0.456
H -0.342 2.073 -1.100  0.235
H -0.696 2.202 1.325  0.452
H 0.082 0.180 -3.094  0.153
H -2.178 0.839 0.517  0.201
H 2.148 -2.061 1.829  0.474
H 1.723 -2.786 0.590  0.492
H 1.309 1.404 -1.381  0.268

Relative energy (zero: lowest compared OMol25 entry of this formula, charge and spin): 56.30 kcal/mol
E: -364.54550 Eh
Highest occupied orbital energy: -13.664 eV
HOMO-LUMO gap: 10.0 eV
Charge: +1



Entry 7:
Molecular formula: C35H57MnN5O10S3Si
Method: DFT, ωB97M-V/def2-TZVPD

Last column: Mulliken spin population.
Atoms and positions in Å:
Mn 0.099 0.077 -0.298  3.996
S -0.010 -6.084 -0.239  0.002
S 0.254 2.169 1.174  -0.115
S -1.557 2.103 -2.306  0.011
Si 1.887 1.597 2.291  0.053
O -0.256 -1.404 -3.272  0.007
O -0.921 -7.080 -0.755  0.000
O 2.243 0.064 1.876  0.046
O -1.709 -0.163 -0.273  0.090
O 0.229 -1.847 -1.140  0.025
O 1.329 -6.077 -0.782  -0.001
O 1.634 0.575 -1.171  -0.025
O -0.566 -1.140 1.734  0.033
O 1.732 1.829 3.927  -0.001
O 3.305 2.425 2.001  0.004
N 0.797 2.927 -3.370  -0.001
N -2.530 -0.860 0.516  0.533
N -0.794 -4.634 -0.392  -0.004
N -1.879 -1.341 1.568  -0.075
N 0.193 0.955 -4.046  0.001
C -0.967 -6.243 2.314  0.000
C 1.174 1.616 6.211  0.000
C 1.541 -6.778 3.381  -0.005
C 0.145 -6.324 1.495  0.004
C 1.397 -6.609 2.019  0.005
C 0.611 1.831 4.809  0.005
C 3.684 3.755 2.309  0.002
C -4.244 -3.283 4.430  0.187
C 4.564 -0.523 2.230  0.001
C -0.070 3.197 4.725  0.000
C 0.446 -6.674 4.230  0.000
C -4.729 -3.040 3.142  -0.086
C -0.379 0.727 4.466  0.014
C 4.184 3.819 3.757  0.001
C -0.164 1.969 -3.219  0.010
C -3.957 -2.422 2.184  0.173
C 4.829 4.112 1.363  -0.001
C -1.214 -4.416 -1.795  0.007
C 2.530 4.736 2.108  -0.004
C -0.806 -6.435 3.679  -0.010
C 1.729 2.508 -4.305  0.001
C -2.933 -2.900 4.722  -0.088
C 0.628 -6.761 5.720  0.000
C 3.097 -0.937 2.371  -0.035
C -2.121 -2.299 3.776  0.099
C -0.177 -3.687 -2.674  -0.003
C -2.625 -2.021 2.489  -0.051
C 2.970 0.232 -1.311  0.013
C -0.040 -2.185 -2.335  -0.013
C 0.912 4.060 -2.480  0.003
C 3.227 -0.730 -2.475  0.011
C 2.795 -2.160 1.531  0.010
C 2.802 -1.239 3.839  -0.001
C 1.357 1.279 -4.710  0.000
C 3.807 1.499 -1.453  -0.007
H -1.662 -6.370 4.327  0.006
H 2.568 3.118 -4.591  0.000
H 4.866 -0.502 1.181  -0.001
H -0.333 -6.734 6.233  0.000
H 3.207 -0.202 -3.430  0.002
H 5.613 3.356 1.433  0.000
H 1.222 -5.917 6.077  0.000
H -0.787 0.866 3.465  -0.009
H -0.413 3.362 3.702  0.000
H 1.934 2.369 6.432  0.000
H 3.490 2.053 -2.340  0.004
H 4.712 0.475 2.644  0.000
H 0.127 -0.237 4.472  0.000
H 2.074 4.579 1.131  0.002
H 0.718 3.727 -1.459  0.000
H 1.633 0.628 6.286  0.000
H 2.460 -1.503 -2.494  -0.005
H -1.421 -5.407 -2.198  0.001
H 1.771 -1.580 3.944  0.003
H 5.202 -1.234 2.762  0.000
H 1.757 -2.453 1.701  0.005
H 3.657 2.116 -0.569  0.004
H 0.784 -4.186 -2.525  0.001
H -1.197 0.709 5.190  0.001
H 0.637 3.986 4.997  0.000
H 0.187 4.835 -2.735  0.000
H -1.102 -2.026 4.000  0.077
H -4.339 -2.235 1.192  0.064
H -5.739 -3.344 2.888  -0.005
H -0.466 -3.738 -3.723  -0.002
H 1.149 -7.677 6.007  0.000
H 3.312 -0.275 -0.397  -0.004
H 1.753 4.572 2.857  0.002
H 3.456 -2.979 1.790  -0.003
H 0.378 1.690 6.955  0.000
H -0.291 -3.834 0.004  0.007
H 4.474 4.141 0.333  0.000
H -1.934 -6.012 1.887  0.003
H -4.864 -3.764 5.177  0.030
H -0.113 -0.012 -3.839  0.001
H 4.871 1.258 -1.549  -0.001
H 1.924 4.458 -2.552  0.001
H -2.146 -3.850 -1.787  0.000
H 2.908 -1.933 0.469  0.001
H 2.956 -0.351 4.453  0.000
H 4.204 -1.208 -2.357  -0.001
H -2.536 -3.075 5.719  -0.005
H 3.449 3.348 4.407  0.000
H 3.465 -2.033 4.184  0.000
H 4.334 4.857 4.066  0.000
H 2.521 -6.978 3.800  0.000
H -0.928 3.240 5.400  0.000
H 5.129 3.278 3.855  0.000
H 1.814 0.615 -5.420  0.000
H 5.246 5.088 1.624  0.000
H 2.239 -6.681 1.346  0.000
H 2.892 5.764 2.187  0.001

Relative energy (zero: lowest compared OMol25 entry of this formula, charge and spin): 82.08 kcal/mol
E: -5029.32880 Eh
2S+1: 6
Highest occupied orbital energy (alpha / beta): 0.489 / -1.780 eV
HOMO-LUMO gap (alpha / beta): 3.5 / 5.7 eV
Charge: -2



Entry 8:
Molecular formula: C20H31N3O2S
Method: DFT, ωB97M-V/def2-TZVPD

Last column: natural (NBO) charge in e.
Atoms and positions in Å:
S 3.910 4.045 -4.819  0.669
O 0.203 -1.410 0.897  -0.637
O 3.625 2.135 -0.402  -0.615
N 0.063 -0.680 -1.223  -0.450
N 2.701 0.739 -1.924  -0.617
N 3.510 5.030 -3.572  -0.604
C -4.393 -1.204 3.753  -0.396
C 1.378 -1.253 -1.467  -0.210
C 3.789 2.614 -3.929  -0.415
C -2.343 -0.586 1.707  -0.209
C 3.432 2.913 -2.642  -0.230
C 3.838 -1.153 -0.826  -0.400
C -1.790 -0.191 0.343  -0.498
C 2.532 -0.375 -0.994  -0.067
C -3.712 0.161 3.693  -0.394
C -3.502 -2.287 3.150  -0.378
C 3.290 4.330 -2.483  0.232
C 2.910 5.034 -1.218  -0.652
C -0.438 -0.820 0.043  0.701
C -0.530 0.130 -2.269  -0.406
C 3.267 1.913 -1.546  0.673
C -3.258 0.503 2.275  -0.389
C -4.087 -2.255 0.661  -0.438
C 3.823 -2.089 0.375  -0.607
C -2.794 -3.021 0.779  -0.408
C -3.093 -1.914 1.739  -0.045
H -4.212 -1.589 -0.183  0.204
H 4.008 1.645 -4.353  0.243
H -5.332 -1.164 3.191  0.194
H 3.769 5.583 -0.831  0.237
H 4.798 -2.560 0.505  0.212
H -2.501 -0.431 -0.451  0.216
H 1.429 -2.208 -0.950  0.240
H -4.383 0.936 4.071  0.207
H -1.485 -0.691 2.378  0.232
H -2.602 -2.415 3.762  0.204
H -0.526 -0.422 -3.212  0.198
H -4.650 -1.454 4.785  0.207
H -5.003 -2.747 0.965  0.214
H 3.589 -1.538 1.287  0.217
H -2.836 0.155 4.350  0.195
H -4.134 0.616 1.624  0.193
H -1.658 0.896 0.305  0.233
H -4.022 -3.249 3.141  0.204
H 3.081 -2.882 0.278  0.205
H 2.368 0.650 -2.869  0.394
H -1.560 0.377 -2.033  0.218
H 2.263 0.052 -0.026  0.233
H 4.048 -1.706 -1.749  0.189
H -2.836 -4.035 1.156  0.215
H 4.637 -0.420 -0.707  0.221
H 1.469 -1.449 -2.541  0.186
H 2.593 4.330 -0.455  0.242
H 0.014 1.067 -2.411  0.195
H -2.734 1.463 2.274  0.203
H 2.118 5.754 -1.421  0.228
H -2.039 -2.869 0.020  0.212

Relative energy (zero: lowest compared OMol25 entry of this formula, charge and spin): 6.04 kcal/mol
E: -1493.66147 Eh
Highest occupied orbital energy: -9.372 eV
HOMO-LUMO gap: 9.8 eV